{"formula": "C4H12", "method": "ωB97M-V/def2-TZVPD", "charge": 0, "energy_ha": -159.5740, "molar_mass_da": 60.14, "e_above_lowest_kcal_mol": 6.9, "lumo_energy_ha": 0.0412, "homo_ev": -11.81, "smiles": "CC.CC", "species": ["C", "C", "H", "H", "H", "H", "H", "H", "C", "C", "H", "H", "H", "H", "H", "H"], "xyz": [[2.205, -0.658, -1.334], [1.835, -1.838, -0.403], [1.834, 0.306, -0.971], [3.258, -0.536, -1.578], [1.677, -0.825, -2.280], [0.807, -1.638, -0.130], [1.960, -2.757, -0.960], [2.423, -1.743, 0.509], [-1.431, 0.749, 0.960], [-2.572, 1.764, 0.772], [-0.530, 1.190, 1.385], [-1.823, -0.153, 1.443], [-1.177, 0.337, -0.019], [-2.166, 2.714, 0.447], [-3.117, 1.895, 1.714], [-3.228, 1.482, -0.056]]}